Density functional theory data (ωB97M-V/def2-TZVPD) for a structure of composition C23H24N5P2PtS2.

```
! RIJCOSX wB97M-V def2-TZVPD def2/J DEFGRID3
* xyz 1 5
Pt 0.07863 0.16060 -0.35589
C -2.88922 1.07378 2.17829
C -3.20727 -0.29306 1.63841
C -4.12269 -1.12144 2.30510
C -4.42141 -2.33759 1.76297
C -3.81160 -2.71692 0.55296
C -4.15354 -3.93173 -0.10013
C -3.60629 -4.26312 -1.31153
C -2.67445 -3.41447 -1.89701
C -2.24553 -2.23164 -1.26845
S -0.98891 -1.38457 -2.01222
C -2.87282 -1.84018 -0.02127
N -2.58434 -0.64489 0.53093
H -3.60336 1.37642 2.94032
H -2.41251 1.85595 0.27477
H -1.89831 1.02352 2.64722
H -4.59503 -0.77363 3.21329
H -5.13640 -3.00055 2.23364
H -4.87487 -4.58533 0.37428
H -3.86872 -5.18871 -1.80196
H -2.21849 -3.68159 -2.84069
C 0.36932 3.48582 1.18180
P 1.14194 1.90109 0.74087
C 1.92020 1.40388 2.30075
C 2.49818 2.38277 -0.38693
C 3.08381 3.64396 -0.30769
C 4.06127 4.02664 -1.21369
C 4.46517 3.15385 -2.21190
C 3.90662 1.88784 -2.29123
C 2.93158 1.49209 -1.38189
P 2.21401 -0.16719 -1.38794
C 2.37023 -0.83316 -3.06417
C 3.34884 -1.20032 -0.41474
H 0.05108 4.02590 0.29043
H 1.07296 4.09683 1.74774
H -0.50138 3.31288 1.80911
H 2.61080 2.18056 2.63127
H 2.45443 0.46204 2.19392
H 1.14288 1.26581 3.05300
H 2.77336 4.34762 0.45224
H 4.49932 5.01319 -1.14596
H 5.21663 3.45710 -2.92825
H 4.23588 1.21011 -3.06821
H 1.81809 -0.22609 -3.78073
H 1.95505 -1.84163 -3.06519
H 3.41663 -0.89214 -3.36614
H 3.13770 -2.24854 -0.63303
H 3.19423 -1.04645 0.65169
H 4.38498 -0.97761 -0.67111
S -3.80751 4.47919 0.30993
C -3.59146 3.19930 1.21939
N -2.92207 2.07278 1.12860
N 0.31907 -1.33313 1.21234
C 0.70416 -2.40074 0.86546
N 1.26385 -3.50057 0.57054
C 0.49868 -4.51717 0.15868
N -0.13140 -5.39736 -0.24198
*
```

Energy above the lowest of the compared OMol25 structures with the same formula, charge and spin   9.6 kcal per mole
HOMO energy (spin up / spin down)   -9.80 / -11.54 eV
<S²>   6.045

Density functional theory data (ωB97M-V/def2-TZVPD) for the molecule C6H7Cl in a non-equilibrium geometry.

```
! RIJCOSX wB97M-V def2-TZVPD def2/J DEFGRID3
* xyz 0 1
C -3.03052 1.90258 -0.48998
C -2.01390 1.24721 -1.03046
C -0.92977 0.59722 -0.30287
C 0.08328 -0.09255 -0.83071
C 1.18929 -0.71879 -0.14021
C 2.15637 -1.37481 -0.76510
Cl 1.17276 -0.70882 1.59917
H -3.73088 2.41285 -1.10545
H -3.18200 1.88894 0.59384
H -1.92786 1.20822 -2.11890
H -1.03271 0.64337 0.77810
H 0.11073 -0.16617 -1.93357
H 2.18035 -1.41553 -1.83916
H 2.91692 -1.88690 -0.20479
*
```

Energy above the lowest of the compared OMol25 structures with the same formula, charge and spin   15.8 kcal per mole
HOMO energy   -8.58 eV

Density functional theory data (ωB97M-V/def2-TZVPD) for a structure of composition C32H18F12IrN5O2Se in a non-equilibrium geometry.

```
! RIJCOSX wB97M-V def2-TZVPD def2/J DEFGRID3
* xyz 0 1
Ir -0.09974 -0.94134 -0.57105
C 4.78518 4.01324 -2.01339
C 3.54055 3.24260 -1.65013
C 2.27608 3.69058 -2.00525
C 1.15466 2.94407 -1.71389
C 1.22028 1.70916 -1.05098
N 0.03387 1.01373 -0.80719
C -1.16038 1.72281 -0.59831
C -1.15258 2.82171 0.27138
C -2.30146 3.52272 0.57416
C -3.51622 3.16781 -0.00007
C -4.79364 3.89035 0.34565
C -3.52865 2.08942 -0.87149
C -2.39029 1.33587 -1.16210
C -2.46015 0.09623 -2.06785
O -1.80325 -1.01475 -1.56616
C -3.92461 -0.41621 -2.25903
F -4.68146 0.39637 -3.01890
F -4.53896 -0.55254 -1.07232
F -3.94385 -1.61908 -2.83794
C -1.91107 0.45807 -3.48882
F -2.17355 -0.49982 -4.39204
F -2.44521 1.60131 -3.94229
F -0.58286 0.61822 -3.47627
C 2.50254 1.23425 -0.70622
C 3.61741 2.02636 -0.99491
C 2.72603 -0.06453 0.09505
O 1.81101 -1.07629 -0.05363
C 2.76821 0.32946 1.61033
F 2.65087 -0.74494 2.41233
F 1.72563 1.13894 1.90481
F 3.87369 0.98557 1.97890
C 4.06812 -0.77319 -0.31204
F 4.13548 -0.86670 -1.64639
F 5.20327 -0.18284 0.10336
F 4.10437 -2.01949 0.18200
H 4.57964 5.08023 -2.10328
H 5.17139 3.67209 -2.97811
H 5.57717 3.86611 -1.27798
H 2.16510 4.63879 -2.52185
H 0.18234 3.30510 -2.02473
H -0.20612 3.11109 0.71543
H -2.25760 4.36008 1.26329
H -4.59085 4.89464 0.71771
H -5.33597 3.34953 1.12514
H -5.45440 3.96518 -0.51858
H -4.47131 1.85115 -1.34122
H 4.59707 1.69901 -0.68024
Se 0.19835 -6.23261 4.89269
N -0.06957 -4.47717 4.93675
C -0.10746 -4.07133 3.69882
C -0.31284 -2.67797 3.31389
C -0.50418 -1.64810 4.23507
C -0.70385 -0.36517 3.78556
C -0.68476 -0.12913 2.41494
N -0.48441 -1.10053 1.54489
C -0.30810 -2.36887 1.96004
C -0.13240 -3.39647 0.94520
N -0.15006 -2.98402 -0.32653
C -0.06067 -3.87667 -1.30515
C 0.06582 -5.23917 -1.05949
C 0.11875 -5.67234 0.24490
C 0.01994 -4.73495 1.27284
C 0.05957 -5.08994 2.68740
N 0.23364 -6.30684 3.11933
H -0.49360 -1.88218 5.29244
H -0.86960 0.45427 4.47007
H -0.82563 0.86547 2.00883
H -0.09500 -3.48477 -2.31345
H 0.12718 -5.93233 -1.88618
H 0.23315 -6.71935 0.49220
*
```

HOMO energy   -6.90 eV

Density functional theory data (ωB97M-V/def2-TZVPD) for a cluster of 2 separate species, C5H13N3O2 in total.

```
! RIJCOSX wB97M-V def2-TZVPD def2/J DEFGRID3
* xyz 0 1
C -2.11466 0.49111 -0.03073
N -0.86101 0.57375 -0.21911
N -0.28903 1.17638 -1.25211
C -1.04219 2.00057 -2.17015
C 1.10821 1.49872 -1.08275
H -2.88236 0.94230 -0.64928
H -2.43618 -0.08808 0.81727
H -0.37640 2.33210 -2.96241
H -1.47431 2.87805 -1.67385
H -1.84797 1.41385 -2.61390
H 1.24723 2.52022 -0.71207
H 1.62111 1.39690 -2.03969
H 1.54654 0.80674 -0.36853
C 0.49080 -2.83186 0.60000
C 0.98543 -2.03343 1.77998
O 1.59869 -2.49775 2.73080
N 0.73639 -0.72020 1.70030
O 1.14523 0.07547 2.78154
H 1.34778 -3.23096 0.06160
H -0.10959 -2.22199 -0.06759
H -0.09388 -3.67340 0.96332
H 0.12812 -0.22972 1.03253
H 1.57205 -0.57879 3.37485
*
```

Energy above the lowest of the compared OMol25 structures with the same formula, charge and spin   80.0 kcal per mole
HOMO energy   -8.79 eV

Density functional theory data (ωB97M-V/def2-TZVPD) for a structure of composition C3HCl2N in a non-equilibrium geometry.

```
! RIJCOSX wB97M-V def2-TZVPD def2/J DEFGRID3
* xyz 0 3
C 1.17369 0.20279 0.00871
C -0.09016 -0.70804 0.03835
C -0.74892 0.46235 -0.09349
N 0.48358 1.27340 -0.02620
Cl -0.60894 -2.32822 0.00889
Cl -2.39515 1.14396 0.01210
H 2.18591 -0.04625 0.05165
*
```

Energy above the lowest of the compared OMol25 structures with the same formula, charge and spin   0.0 kcal per mole
HOMO energy (spin up / spin down)   -7.50 / -10.80 eV
<S²>   2.005

Density functional theory data (ωB97M-V/def2-TZVPD) for a structure of composition C27H21N6O5Pm in a non-equilibrium geometry.

```
! RIJCOSX wB97M-V def2-TZVPD def2/J DEFGRID3
* xyz 0 5
Pm 0.29928 1.29338 0.39784
O 1.79588 -4.97462 3.58404
C 2.41168 -4.55172 2.62244
O 3.55198 -4.67572 2.20154
C 1.59058 -3.44122 1.76724
C 2.17738 -2.84622 0.65384
C 1.66248 -1.64772 0.17914
N 0.60578 -1.04332 0.75454
C 0.02308 -1.62372 1.81904
C 0.49048 -2.81782 2.35054
C -1.08462 -0.85562 2.42734
C -2.23502 -1.47502 2.91374
C -3.21832 -0.69592 3.49564
C -3.02592 0.67718 3.58014
C -1.85602 1.21618 3.06754
N -0.90342 0.47848 2.49694
C 2.27718 -0.89852 -0.93906
C 2.69248 -1.52612 -2.11236
C 3.24288 -0.75812 -3.12236
C 3.37158 0.61148 -2.93186
C 2.94398 1.15539 -1.73146
N 2.40888 0.42988 -0.74896
H 3.05818 -3.30532 0.22714
H 0.06748 -3.26092 3.23994
H -2.35932 -2.54061 2.81344
H -4.12872 -1.14412 3.86454
H -3.77602 1.31608 4.02124
H -1.66792 2.28738 3.11044
H 2.55968 -2.58961 -2.22796
H 3.55758 -1.21561 -4.04746
H 3.77668 1.24639 -3.70526
H 3.03198 2.22289 -1.54076
C -4.14162 0.32658 -0.47926
C -2.70342 0.60218 -0.86546
O -1.95642 1.04859 0.03654
C -2.25482 0.36418 -2.20476
C -3.12582 -0.13862 -3.19766
C -2.72332 -0.30742 -4.49216
C -1.40522 -0.00092 -4.86126
C -0.51622 0.44518 -3.92946
C -0.89502 0.66958 -2.57576
O -0.02662 1.13828 -1.75966
H -4.28562 0.56648 0.57424
H -4.39212 -0.71832 -0.64106
H -4.81632 0.93658 -1.07306
H -4.13812 -0.40012 -2.93146
H -3.41742 -0.66762 -5.23486
H -1.10822 -0.11322 -5.89416
H 0.51098 0.66348 -4.18526
N 0.54948 3.51918 0.62874
C 0.45498 4.62448 0.21154
N 0.45228 5.83338 -0.01176
C 0.20678 6.68608 -0.94136
N 0.01618 7.50748 -1.72586
C 2.70358 0.08398 3.03954
O 2.24098 1.14578 2.19904
H 3.22138 0.47898 3.91514
H 3.37598 -0.58982 2.50124
H 1.83228 -0.47882 3.36914
H 2.99978 1.72708 2.04834
*
```

HOMO energy (spin up / spin down)   -8.17 / -8.17 eV
<S²>   6.004